{"formula": "C47H50N9O3SbZr", "method": "ωB97M-V with the def2-TZVPD basis set", "energy_ev": -76906.9509, "molar_mass_g_mol": 1001.96, "charge": 2, "orbital_gap_ev": 5.7, "e_homo_ev": -11.679, "symbols": ["Zr", "C", "N", "C", "C", "N", "C", "C", "C", "C", "C", "C", "C", "C", "C", "N", "C", "N", "C", "C", "N", "C", "C", "C", "N", "C", "C", "H", "H", "H", "H", "H", "H", "H", "H", "H", "H", "H", "H", "H", "H", "H", "H", "H", "H", "H", "H", "H", "H", "H", "H", "H", "H", "H", "H", "H", "H", "C", "C", "C", "C", "C", "C", "Sb", "C", "C", "C", "C", "C", "C", "C", "C", "C", "C", "C", "C", "H", "H", "H", "H", "H", "H", "H", "H", "H", "H", "H", "H", "H", "H", "H", "N", "C", "N", "C", "N", "O", "C", "C", "C", "C", "C", "C", "C", "O", "O", "H", "H", "H", "H", "H"], "coordinates": [[-1.112, -0.179, 0.242], [-1.259, -4.150, 0.587], [-1.221, -3.302, 1.769], [-0.269, -3.621, 2.777], [-2.264, -2.413, 1.961], [-2.605, -1.528, 0.985], [-3.948, -1.504, 0.489], [-4.557, -2.722, 0.136], [-5.924, -2.756, -0.122], [-6.731, -1.607, 0.043], [-6.164, -0.384, 0.335], [-6.946, 0.753, 0.561], [-6.338, 1.911, 0.973], [-4.955, 2.065, 0.916], [-4.162, 1.006, 0.375], [-2.843, 1.287, -0.095], [-2.471, 2.305, -0.886], [-1.170, 2.769, -0.634], [-0.370, 3.178, -1.782], [-0.904, 3.458, 0.639], [-3.293, 2.854, -1.763], [-3.014, 4.193, -2.256], [-4.421, 2.136, -2.329], [-4.709, -0.296, 0.426], [-2.968, -2.509, 3.098], [-3.011, -3.604, 4.047], [-3.836, -1.403, 3.587], [-1.727, -5.178, 0.769], [-0.234, -4.296, 0.108], [-1.871, -3.672, -0.199], [0.760, -3.204, 2.616], [-0.216, -4.752, 2.879], [-0.627, -3.204, 3.759], [-4.055, -3.681, 0.055], [-6.318, -3.710, -0.484], [-7.820, -1.658, -0.069], [-8.000, 0.656, 0.398], [-6.904, 2.734, 1.351], [-4.561, 3.082, 1.035], [-0.676, 2.583, -2.636], [0.685, 2.884, -1.620], [-0.470, 4.268, -1.933], [-1.810, 3.324, 1.260], [-0.600, 4.514, 0.537], [-0.043, 2.906, 1.099], [-2.319, 4.700, -1.562], [-3.948, 4.746, -2.350], [-2.618, 4.177, -3.273], [-4.196, 1.089, -2.145], [-4.478, 2.342, -3.350], [-5.357, 2.424, -1.928], [-2.723, -4.548, 3.640], [-4.073, -3.734, 4.366], [-2.377, -3.382, 4.867], [-3.556, -0.437, 3.112], [-3.754, -1.313, 4.679], [-4.841, -1.654, 3.373], [8.741, -1.786, -0.078], [7.631, -2.605, 0.162], [6.491, -2.035, 0.685], [6.476, -0.692, 1.034], [7.586, 0.109, 0.789], [8.659, -0.425, 0.055], [4.556, 0.174, 1.053], [5.055, 1.952, 2.289], [5.476, 3.186, 1.830], [5.367, 4.301, 2.687], [4.753, 4.199, 3.916], [4.388, 2.918, 4.366], [4.583, 1.802, 3.579], [4.228, 0.802, -1.104], [3.915, 2.186, -1.364], [3.220, 2.517, -2.509], [3.052, 1.578, -3.575], [3.435, 0.284, -3.321], [4.093, -0.120, -2.155], [9.611, -2.311, -0.500], [7.541, -3.638, -0.107], [5.636, -2.601, 0.947], [7.622, 1.172, 1.050], [9.390, 0.285, -0.334], [5.816, 3.243, 0.799], [5.675, 5.241, 2.267], [4.475, 5.077, 4.571], [4.078, 2.754, 5.408], [4.444, 0.761, 3.995], [4.119, 2.908, -0.594], [2.880, 3.549, -2.660], [2.540, 1.854, -4.456], [3.036, -0.539, -3.989], [4.566, -1.088, -2.121], [1.296, -1.397, 5.613], [1.401, -0.712, 4.655], [1.540, 0.199, 3.697], [0.879, 0.241, 2.664], [0.239, 0.400, 1.617], [-1.835, -3.371, -2.924], [-1.165, -2.609, -3.842], [-1.166, -2.905, -5.232], [-0.392, -2.243, -6.191], [0.346, -1.156, -5.754], [0.344, -0.757, -4.401], [-0.488, -1.398, -3.448], [-0.532, -0.930, -2.068], [-0.527, -1.783, -1.088], [-0.464, 0.330, -1.744], [-2.144, -4.165, -3.349], [-1.908, -3.633, -5.542], [-0.225, -2.663, -7.193], [1.062, -0.601, -6.427], [0.794, 0.196, -4.093]], "atomic_forces_ev_per_a": [[-0.96, 0.60, -0.98], [0.38, -0.93, -1.78], [-0.95, 1.29, -1.17], [0.49, -1.01, 2.36], [-0.37, -1.72, 1.08], [0.71, 0.62, -0.38], [-0.75, -1.00, -0.23], [0.09, 1.13, 0.37], [-1.32, 0.92, -0.33], [0.03, -2.54, -0.56], [2.01, 0.26, 0.19], [0.37, 0.50, 0.13], [-0.53, -0.40, 0.33], [1.34, -0.94, -1.76], [-0.57, 2.45, 1.40], [1.27, -1.92, 0.97], [-0.39, 0.35, 1.43], [-1.00, -0.34, -0.85], [0.67, 0.12, 0.23], [0.64, -1.24, 0.77], [0.80, 0.48, -0.09], [-0.04, 0.56, -0.13], [1.07, -0.76, 1.02], [-0.58, -0.46, -0.50], [-0.21, 1.52, -0.24], [-1.22, -0.51, -0.39], [1.39, 0.70, -0.27], [0.73, 1.31, 0.22], [-1.25, 0.22, 0.91], [0.37, -0.16, 0.43], [-0.88, -0.40, -0.27], [0.19, 1.37, 0.02], [0.65, -0.48, -0.91], [0.42, 0.33, 0.28], [-0.25, 0.46, 0.35], [0.48, -0.15, 0.03], [-0.46, 0.18, 0.24], [-0.47, 0.42, -0.08], [0.13, -0.54, -0.01], [-0.17, 0.32, -0.25], [-0.46, 0.37, 0.15], [0.45, -0.57, -0.28], [0.66, 0.35, -0.04], [-0.47, -0.37, -0.26], [-0.74, 0.80, 0.00], [-0.70, -0.11, -0.55], [-0.07, 0.02, 0.40], [0.32, -0.11, 0.09], [-0.52, -0.17, -0.28], [0.20, 0.19, -1.82], [-0.87, 0.23, 0.87], [0.39, -0.49, -0.58], [0.85, 0.27, -0.07], [0.37, 0.16, 1.05], [-0.25, -0.71, 0.29], [0.28, -0.09, -0.38], [-1.17, -0.09, -0.40], [0.13, -1.92, -1.42], [-0.23, 0.62, 0.41], [0.68, 0.67, 0.33], [-0.05, 0.62, -0.40], [0.27, 0.13, -1.00], [-0.07, 1.08, 1.35], [-0.07, 0.57, 0.20], [-0.48, -0.87, -1.66], [-0.38, -0.11, 0.51], [-0.10, -0.06, -1.17], [-0.78, 0.12, 1.05], [0.48, 0.01, 1.06], [0.01, -1.07, 0.86], [0.93, 1.14, 0.16], [-0.77, -2.19, 0.43], [0.58, 0.34, -1.59], [-0.03, 0.55, 2.81], [-0.68, -1.76, -1.08], [-0.04, 1.21, 0.75], [-0.26, 0.69, 0.02], [0.71, -0.47, 0.00], [-0.83, -0.81, -0.22], [-0.31, -0.34, -0.21], [0.23, -0.52, 0.32], [0.17, 0.46, 0.26], [0.10, 0.43, 0.20], [0.75, -0.98, -0.98], [-0.12, 0.32, -0.53], [-0.22, 1.33, -0.44], [-0.19, 0.30, 0.14], [0.28, -0.30, 0.01], [-0.48, 0.23, -0.83], [1.19, 1.03, 0.35], [-0.45, -0.43, 0.32], [0.25, 1.70, -2.93], [-0.16, -1.67, 3.35], [-0.54, -0.17, -0.91], [-1.00, 0.52, -1.81], [1.54, -0.52, 2.62], [0.50, 1.13, -0.26], [0.59, 1.24, -0.97], [-0.70, -0.27, 0.84], [0.39, -0.37, 0.99], [1.95, 1.18, 0.40], [-1.88, 0.60, -0.47], [0.06, -1.32, -0.74], [1.55, -0.46, 0.01], [-0.64, 1.48, -0.21], [-0.57, -1.38, -0.06], [-0.28, -0.53, -0.37], [0.38, -0.44, -0.13], [-0.65, 0.44, 0.39], [-1.04, -0.78, 0.64], [0.14, -0.64, -0.17]]}


{"formula": "C14H31F9N8O9S2", "method": "ωB97M-V with the def2-TZVPD basis set", "energy_ev": -91494.6160, "molar_mass_g_mol": 690.57, "orbital_gap_ev": 8.1, "e_homo_ev": -9.817, "symbols": ["C", "C", "O", "C", "O", "C", "C", "C", "O", "S", "O", "O", "C", "C", "C", "F", "F", "C", "F", "F", "S", "F", "F", "F", "F", "F", "H", "H", "H", "H", "H", "H", "H", "H", "H", "H", "H", "H", "H", "H", "H", "C", "O", "N", "N", "H", "H", "H", "H", "C", "O", "N", "N", "H", "H", "H", "H", "C", "O", "N", "N", "H", "H", "H", "H", "C", "O", "N", "N", "H", "H", "H", "H"], "coordinates": [[8.165, -3.216, 1.456], [7.182, -3.113, 0.184], [7.527, -1.906, -0.549], [6.365, -1.250, -1.015], [5.508, -1.863, -1.669], [6.065, 0.301, -0.707], [4.995, 0.433, 0.499], [3.688, 1.251, 0.095], [2.514, 0.429, -0.135], [1.115, 1.133, 0.479], [1.113, 2.625, 0.264], [-0.246, 0.606, -0.411], [-0.743, -0.596, 0.272], [-1.913, -0.274, 1.310], [-3.275, 0.218, 0.662], [-3.675, 1.338, 1.472], [-3.113, 0.816, -0.615], [-4.508, -0.771, 0.759], [-5.650, -0.074, 0.305], [-4.749, -0.992, 2.133], [-4.391, -2.421, -0.075], [-3.258, -1.965, -1.180], [-5.616, -1.942, -1.142], [-5.606, -2.982, 0.945], [-3.297, -3.045, 0.991], [-4.438, -3.901, -0.816], [7.540, -2.998, 2.392], [8.635, -4.237, 1.579], [8.930, -2.377, 1.348], [6.097, -3.117, 0.520], [7.358, -4.047, -0.440], [5.745, 0.853, -1.641], [7.079, 0.737, -0.403], [5.529, 1.051, 1.301], [4.779, -0.577, 0.988], [3.512, 2.024, 0.917], [3.935, 1.835, -0.861], [-0.950, -1.450, -0.438], [0.144, -0.943, 0.917], [-1.507, 0.586, 1.954], [-2.043, -1.134, 2.056], [3.113, 6.121, 1.393], [4.175, 5.529, 1.531], [1.942, 5.478, 1.166], [3.019, 7.476, 1.455], [1.062, 5.945, 1.050], [1.972, 4.471, 1.114], [3.868, 7.988, 1.622], [2.159, 7.982, 1.344], [-0.100, 4.058, 4.212], [0.435, 3.046, 3.787], [0.608, 5.110, 4.696], [-1.449, 4.218, 4.238], [0.189, 5.950, 5.050], [1.611, 5.028, 4.693], [-2.008, 3.459, 3.887], [-1.907, 5.041, 4.583], [-9.315, -3.186, -3.451], [-10.295, -3.657, -4.005], [-8.165, -3.887, -3.276], [-9.288, -1.918, -2.962], [-7.349, -3.518, -2.823], [-8.146, -4.830, -3.624], [-10.122, -1.367, -3.073], [-8.493, -1.512, -2.504], [-1.412, -3.952, -3.971], [-1.188, -4.992, -3.371], [-2.355, -3.062, -3.564], [-0.738, -3.595, -5.094], [-2.555, -2.202, -4.040], [-2.873, -3.294, -2.736], [-0.031, -4.229, -5.426], [-0.907, -2.746, -5.601]], "atomic_forces_ev_per_a": [[-0.99, 0.90, 0.06], [0.76, -1.77, 0.97], [-2.28, 1.26, 0.36], [-2.31, -0.63, -2.02], [2.32, 1.21, 1.92], [1.75, -0.89, 0.69], [0.62, 0.25, 0.17], [1.57, 1.21, -0.02], [-0.87, 0.73, -0.26], [-0.63, 3.15, 0.65], [0.40, -3.57, -0.21], [1.01, -0.86, 0.54], [0.77, -0.79, 1.16], [0.88, 0.36, -0.17], [1.17, 2.57, 0.69], [0.14, -2.00, -1.22], [-0.52, -1.96, 2.23], [-1.97, 3.06, 2.11], [2.50, -1.63, 0.79], [0.94, 0.19, -2.81], [-2.88, -3.87, -1.12], [-1.32, -0.21, 2.10], [2.14, -0.86, 1.13], [1.78, 0.87, -1.59], [-1.01, 1.51, -1.74], [0.34, 2.11, 0.94], [1.06, -0.30, -1.20], [-0.46, 1.29, -0.31], [-0.81, -1.38, 0.22], [1.37, 0.19, -0.61], [-0.37, 1.38, 0.40], [0.18, -1.04, 1.01], [-1.52, -0.34, -0.22], [-0.91, -0.82, -1.06], [0.04, 1.36, -0.87], [-0.04, -1.09, -1.09], [-0.56, -0.80, 1.35], [0.10, 1.37, 0.50], [-1.50, 0.07, -0.71], [-0.86, -1.02, -1.05], [-0.09, 1.07, -1.39], [0.06, -0.40, -0.04], [-0.06, 0.11, 0.02], [-0.12, -0.43, 0.00], [0.28, 0.73, 0.14], [0.07, -0.04, 0.00], [-0.19, 0.07, -0.06], [-0.13, -0.07, -0.04], [0.05, -0.08, -0.02], [0.25, -0.29, -0.14], [-0.12, 0.03, 0.00], [0.51, 0.31, 0.17], [-0.64, -0.16, -0.11], [0.00, -0.08, -0.02], [-0.13, 0.03, -0.05], [0.07, 0.13, 0.05], [0.05, -0.05, -0.01], [-0.39, -0.22, -0.23], [0.15, 0.09, 0.09], [0.46, -0.49, -0.03], [-0.19, 0.65, 0.16], [-0.07, 0.00, -0.01], [0.00, 0.14, 0.06], [0.13, -0.09, 0.02], [-0.04, -0.07, -0.02], [0.13, -0.43, 0.14], [-0.06, 0.18, -0.05], [-0.40, 0.23, 0.25], [0.41, -0.04, -0.49], [0.03, -0.06, 0.01], [0.08, -0.06, -0.23], [-0.10, 0.10, 0.06], [0.00, -0.05, 0.06]]}